Entry from the OMol25 dataset: 15 unconnected molecules or ions with the total composition C86H217N15O28 (the ωB97M-V functional and the def2-TZVPD basis).

Geometry (Å):
1 C -14.569 15.309 9.614
2 C -15.602 16.166 10.335
3 C -15.378 16.230 11.871
4 O -14.108 16.801 12.202
5 C -13.818 17.268 13.494
6 N -15.536 17.494 9.774
7 H -13.565 15.598 9.924
8 H -14.537 15.565 8.555
9 H -14.652 14.255 9.879
10 H -16.651 15.895 10.215
11 H -15.529 15.187 12.152
12 H -16.232 16.667 12.388
13 H -14.473 18.110 13.716
14 H -12.768 17.479 13.695
15 H -13.982 16.466 14.213
16 H -16.333 18.088 9.953
17 H -14.860 17.964 10.360
18 C -17.526 22.993 7.191
19 C -16.188 23.582 7.399
20 C -16.136 25.064 6.887
21 O -14.779 25.525 6.922
22 C -14.637 26.865 7.394
23 N -15.879 23.547 8.808
24 H -17.308 21.972 7.502
25 H -17.688 23.035 6.114
26 H -18.348 23.504 7.691
27 H -15.378 23.108 6.843
28 H -16.735 25.557 7.653
29 H -16.479 25.197 5.861
30 H -14.498 26.964 8.470
31 H -15.545 27.422 7.160
32 H -13.769 27.315 6.911
33 H -15.071 22.953 8.924
34 H -15.327 24.345 9.089
35 C -9.279 20.978 12.425
36 O -9.225 20.111 13.515
37 C -8.882 20.892 14.674
38 C -9.451 20.374 16.016
39 N -10.854 20.260 16.175
40 C -11.434 21.619 16.498
41 C -12.917 21.600 16.776
42 O -13.464 21.254 15.455
43 C -14.813 21.672 15.269
44 H -8.281 21.306 12.137
45 H -9.982 21.806 12.521
46 H -9.647 20.250 11.702
47 H -9.165 21.944 14.713
48 H -7.807 20.851 14.849
49 H -9.080 20.968 16.851
50 H -9.051 19.369 16.151
51 H -11.282 19.822 15.372
52 H -11.202 22.386 15.759
53 H -11.003 22.060 17.397
54 H -13.246 22.566 17.159
55 H -13.130 20.869 17.556
56 H -14.788 22.747 15.448
57 H -15.463 21.259 16.040
58 H -15.098 21.298 14.286
59 C -13.697 22.366 4.196
60 O -14.051 21.036 4.030
61 C -13.061 20.075 4.326
62 C -13.429 18.848 3.465
63 N -14.556 17.944 3.904
64 C -14.286 17.527 5.291
65 C -15.587 17.196 6.116
66 O -16.516 18.290 5.902
67 C -16.178 19.304 6.831
68 H -12.761 22.509 3.656
69 H -13.553 22.702 5.223
70 H -14.471 23.019 3.794
71 H -12.978 19.973 5.408
72 H -12.039 20.354 4.069
73 H -12.459 18.351 3.466
74 H -13.652 19.097 2.428
75 H -15.388 18.514 3.853
76 H -13.571 18.039 5.934
77 H -13.756 16.582 5.166
78 H -15.434 16.899 7.153
79 H -15.970 16.281 5.664
80 H -16.435 20.305 6.484
81 H -15.135 19.376 7.138
82 H -16.638 19.079 7.792
83 C -8.396 14.445 11.582
84 O -7.763 14.577 10.245
85 C -8.278 15.546 9.407
86 C -7.371 15.556 8.149
87 N -7.946 16.339 7.055
88 C -7.006 16.565 5.927
89 C -7.860 17.223 4.774
90 O -8.185 18.587 4.951
91 C -9.163 18.966 3.911
92 H -9.415 14.058 11.605
93 H -8.408 15.403 12.102
94 H -7.819 13.770 12.215
95 H -8.397 16.601 9.654
96 H -9.300 15.236 9.192
97 H -7.258 14.502 7.893
98 H -6.357 15.818 8.451
99 H -8.293 17.213 7.424
100 H -6.720 15.569 5.589
101 H -6.113 17.162 6.116
102 H -8.724 16.592 4.567
103 H -7.241 17.079 3.889
104 H -10.154 18.667 4.254
105 H -8.949 18.571 2.918
106 H -9.208 20.052 3.825
107 C -2.436 15.061 8.209
108 O -1.862 15.114 9.553
109 C -1.994 13.863 10.296
110 C -3.160 13.859 11.306
111 N -3.312 15.151 11.969
112 C -4.739 15.127 12.484
113 C -5.211 16.626 12.756
114 O -6.532 16.550 13.297
115 C -7.138 17.826 13.470
116 H -1.679 14.622 7.559
117 H -2.776 16.074 7.998
118 H -3.433 14.622 8.231
119 H -1.088 13.903 10.901
120 H -1.903 12.934 9.732
121 H -3.004 13.038 12.006
122 H -3.990 13.463 10.720
123 H -3.107 15.690 11.139
124 H -4.747 14.666 13.472
125 H -5.439 14.739 11.745
126 H -5.263 17.243 11.860
127 H -4.559 17.190 13.423
128 H -7.589 18.183 12.544
129 H -6.668 18.642 14.018
130 H -8.071 17.595 13.984
131 C -19.687 16.919 12.497
132 O -20.786 16.714 11.383
133 C -22.108 17.106 11.759
134 C -23.170 16.377 10.959
135 N -23.400 16.857 9.582
136 C -23.956 15.790 8.752
137 C -25.307 15.142 9.197
138 O -25.279 14.517 10.535
139 C -26.383 13.630 10.894
140 H -19.934 16.343 13.389
141 H -19.460 17.945 12.785
142 H -18.873 16.377 12.015
143 H -22.117 18.195 11.804
144 H -22.234 16.739 12.778
145 H -24.196 16.420 11.325
146 H -22.902 15.321 10.993
147 H -22.494 17.020 9.166
148 H -23.228 14.979 8.710
149 H -23.948 16.272 7.774
150 H -25.661 14.427 8.454
151 H -25.886 16.058 9.080
152 H -27.321 14.163 11.047
153 H -26.304 13.222 11.902
154 H -26.466 12.836 10.151
155 C -13.021 17.382 17.858
156 O -13.359 16.196 17.240
157 C -12.477 15.130 17.610
158 C -12.390 14.026 16.545
159 N -13.439 13.043 16.767
160 C -12.997 11.899 15.998
161 C -13.932 10.785 16.440
162 O -13.402 10.297 17.737
163 C -13.974 9.087 18.197
164 H -12.106 17.758 17.399
165 H -12.865 17.256 18.929
166 H -13.710 18.206 17.675
167 H -12.889 14.773 18.554
168 H -11.515 15.513 17.948
169 H -11.385 13.604 16.524
170 H -12.611 14.586 15.636
171 H -13.499 12.696 17.714
172 H -11.972 11.587 16.196
173 H -13.195 12.151 14.956
174 H -13.691 10.068 15.655
175 H -15.005 10.951 16.536
176 H -15.016 9.218 18.489
177 H -13.440 8.812 19.106
178 H -13.926 8.194 17.574
179 C -12.326 18.588 9.309
180 O -11.330 17.750 8.554
181 C -10.365 18.610 7.793
182 C -9.286 19.298 8.622
183 N -7.839 18.867 8.442
184 C -7.136 19.483 9.561
185 C -5.670 18.970 9.623
186 O -4.794 19.609 8.764
187 C -3.457 19.206 8.968
188 H -12.929 19.072 8.541
189 H -11.890 19.282 10.028
190 H -12.953 17.860 9.823
191 H -10.848 19.473 7.335
192 H -9.900 18.061 6.974
193 H -9.774 19.347 9.596
194 H -9.235 20.352 8.346
195 H -7.512 19.086 7.512
196 H -7.576 19.147 10.500
197 H -7.096 20.554 9.363
198 H -5.629 17.891 9.472
199 H -5.278 19.176 10.619
200 H -2.702 19.841 8.504
201 H -3.259 18.201 8.595
202 H -3.165 19.334 10.010
203 C -16.281 12.114 5.498
204 O -17.400 12.411 6.399
205 C -17.149 13.228 7.519
206 C -18.300 13.514 8.445
207 N -18.753 12.207 8.978
208 C -19.960 12.333 9.788
209 C -21.234 11.758 8.969
210 O -20.922 10.371 8.704
211 C -21.793 9.763 7.704
212 H -16.642 11.626 4.593
213 H -15.521 11.613 6.098
214 H -15.952 13.112 5.209
215 H -16.659 14.177 7.299
216 H -16.458 12.618 8.101
217 H -19.081 14.080 7.938
218 H -18.088 14.234 9.235
219 H -18.910 11.563 8.215
220 H -20.220 13.251 10.315
221 H -19.848 11.774 10.717
222 H -21.475 12.415 8.133
223 H -22.097 11.835 9.630
224 H -21.398 8.898 7.171
225 H -21.859 10.449 6.860
226 H -22.830 9.664 8.024
227 C -13.760 8.673 9.977
228 O -15.097 8.541 10.372
229 C -16.033 9.419 9.653
230 C -16.383 8.913 8.149
231 N -17.005 7.566 8.047
232 C -18.375 7.356 8.526
233 C -18.782 5.857 8.582
234 O -17.828 4.992 9.233
235 C -18.276 4.011 10.122
236 H -13.045 8.213 10.659
237 H -13.381 9.689 10.079
238 H -13.646 8.495 8.907
239 H -15.612 10.425 9.667
240 H -16.893 9.495 10.318
241 H -15.435 8.890 7.611
242 H -16.912 9.658 7.555
243 H -16.572 6.977 8.744
244 H -19.070 7.835 7.836
245 H -18.509 7.865 9.480
246 H -18.784 5.527 7.543
247 H -19.776 5.677 8.992
248 H -18.894 3.232 9.677
249 H -18.842 4.462 10.938
250 H -17.323 3.605 10.462
251 C -20.527 20.995 15.211
252 O -19.335 20.250 15.061
253 C -18.177 20.982 14.646
254 C -18.356 21.543 13.204
255 N -18.807 20.636 12.109
256 C -18.190 21.090 10.831
257 C -18.515 20.112 9.711
258 O -17.989 18.805 9.880
259 C -18.700 17.808 9.133
260 H -21.414 20.372 15.326
261 H -20.675 21.496 14.254
262 H -20.281 21.659 16.039
263 H -17.382 20.236 14.671
264 H -18.044 21.772 15.386
265 H -17.431 22.093 13.028
266 H -19.163 22.275 13.159
267 H -18.502 19.675 12.179
268 H -17.102 21.156 10.829
269 H -18.697 21.915 10.331
270 H -18.024 20.545 8.840
271 H -19.578 20.207 9.486
272 H -18.654 18.045 8.070
273 H -19.774 17.670 9.256
274 H -18.252 16.828 9.297
275 C -11.585 13.815 8.168
276 O -11.579 13.333 6.852
277 C -10.993 14.224 5.980
278 C -11.453 14.154 4.554
279 N -11.127 12.827 4.042
280 C -11.587 12.720 2.597
281 C -11.454 11.239 2.233
282 O -12.487 10.402 2.739
283 C -12.470 9.136 2.094
284 H -11.713 14.894 8.254
285 H -10.657 13.615 8.704
286 H -12.439 13.411 8.712
287 H -9.903 14.219 6.016
288 H -11.386 15.197 6.275
289 H -11.046 14.884 3.853
290 H -12.530 14.292 4.645
291 H -11.593 12.158 4.639
292 H -10.929 13.413 2.071
293 H -12.604 13.088 2.461
294 H -10.399 11.003 2.377
295 H -11.512 11.243 1.144
296 H -11.511 8.696 2.368
297 H -12.519 9.192 1.006
298 H -13.287 8.562 2.531
299 C -12.379 13.106 12.043
300 O -11.178 12.452 12.383
301 C -11.185 11.069 12.171
302 C -9.999 10.390 13.014
303 N -9.795 8.959 12.877
304 C -9.201 8.565 11.525
305 C -9.422 7.090 11.252
306 O -10.793 6.787 11.279
307 C -11.039 5.544 10.799
308 H -12.565 14.070 12.517
309 H -13.212 12.488 12.378
310 H -12.428 13.165 10.956
311 H -10.848 11.069 11.134
312 H -12.163 10.591 12.121
313 H -10.247 10.500 14.069
314 H -9.002 10.815 12.895
315 H -10.715 8.546 12.927
316 H -8.139 8.809 11.561
317 H -9.650 9.122 10.702
318 H -8.645 6.595 11.835
319 H -9.011 6.939 10.254
320 H -10.277 4.788 10.989
321 H -11.405 5.650 9.778
322 H -11.988 5.173 11.186
323 C -7.022 23.604 3.615
324 O -7.673 23.290 4.897
325 C -8.444 24.436 5.335
326 C -9.322 24.116 6.587
327 N -9.993 22.782 6.495
328 C -11.322 22.493 7.120
329 C -11.320 22.548 8.658
330 O -12.301 21.623 9.108
331 C -12.803 21.840 10.410
332 H -7.855 23.818 2.945
333 H -6.532 22.675 3.326
334 H -6.284 24.405 3.660
335 H -9.085 24.862 4.563
336 H -7.745 25.201 5.672
337 H -10.169 24.782 6.751
338 H -8.760 24.076 7.520
339 H -9.615 22.054 5.905
340 H -11.475 21.492 6.718
341 H -12.181 23.102 6.838
342 H -11.478 23.574 8.988
343 H -10.367 22.086 8.918
344 H -12.098 21.670 11.224
345 H -13.620 21.156 10.638
346 H -13.131 22.876 10.502

Results
energy relative to the best compared isomer or geometry (same formula, charge and spin): 198.5 kcal per mole
total charge: 0
molecular weight: 1909.76 g mol⁻¹
E_HOMO: -8.05 eV

Here are the Mulliken charges for atoms 1 to 2, given in e: C -1.150; C 2.279